Entry 1:
ORCA calculation (the ωB97M-V functional and the def2-TZVPD basis) on C8H13Cl12InPS as an isolated structure.

The gap between HOMO and LUMO is 6.4886 eV. As for the net charge: -1.

Each line ends with the Löwdin charge.
Positions of all 36 atoms, in Å:
C1 5.71 0.37 1.81  -0.19
C2 4.73 0.60 0.95  -0.22
C3 3.37 0.69 0.07  -0.31
In1 1.73 -0.50 1.15  0.38
C4 1.56 -2.53 0.19  -0.32
P1 -0.46 0.77 1.37  0.07
S1 -1.47 0.67 -0.31  -0.14
H1 6.29 0.01 2.75  0.00
H2 3.07 1.80 -0.06  0.03
H3 3.56 0.22 -0.97  0.03
H4 2.36 -0.72 2.85  -0.11
H5 2.63 -2.91 -0.07  -0.02
H6 1.07 -3.34 0.89  -0.02
H7 0.93 -2.52 -0.79  -0.02
H8 -1.24 0.10 2.41  -0.09
H9 -0.25 2.11 1.85  -0.10
C5 -3.58 -3.15 -0.78  -1.54
Cl1 -3.67 -4.92 -0.71  0.50
Cl2 -2.40 -2.54 0.39  0.52
Cl3 -3.17 -2.61 -2.41  0.48
H10 -4.55 -2.75 -0.52  0.00
C6 -6.24 -0.85 -3.95  -1.52
Cl4 -7.71 0.14 -3.96  0.51
Cl5 -4.84 0.13 -3.50  0.49
Cl6 -6.43 -2.22 -2.84  0.52
H11 -6.08 -1.24 -4.95  0.02
C7 4.08 1.91 5.27  -1.50
Cl7 5.12 1.41 3.92  0.61
Cl8 3.60 3.61 5.09  0.49
Cl9 2.66 0.87 5.40  0.50
H12 4.66 1.82 6.20  0.01
C8 -0.98 3.16 -3.46  -1.53
Cl10 -1.17 4.47 -2.28  0.50
Cl11 0.36 2.10 -2.99  0.50
Cl12 -2.48 2.24 -3.61  0.47
H13 -0.75 3.60 -4.43  0.01

***

Entry 2:
ORCA calculation (the ωB97M-V functional and the def2-TZVPD basis) on a 2-piece molecular cluster, C24H43ClFN5O7PS overall.

The gap between HOMO and LUMO is 8.7932 eV. As for the net charge: +1.

Each line ends with the Löwdin charge.
Positions of all 83 atoms, in Å:
C1 -0.19 7.34 1.85  0.01
C2 0.27 5.94 1.51  -0.49
O1 1.41 5.61 1.69  0.11
N1 -0.72 5.03 0.98  0.02
C3 -1.08 4.08 2.03  -0.22
C4 -2.17 3.07 1.63  -0.16
C5 -2.18 2.48 0.19  -0.12
C6 -2.60 1.01 0.19  -0.07
N2 -1.61 -0.02 0.62  -0.08
F1 -2.23 -1.18 0.12  0.04
C7 -1.41 -0.37 2.06  -0.31
P1 -3.02 -0.89 2.91  0.90
N3 -2.39 -1.36 4.42  -0.13
O2 -3.87 0.52 3.20  -0.31
C8 -0.57 -1.68 1.94  -0.28
C9 0.46 -1.72 3.12  -0.13
C10 0.44 -3.01 3.91  -0.79
O3 0.53 -3.05 5.08  0.08
Cl1 0.30 -4.51 2.97  0.70
C11 0.11 -1.59 0.53  -0.04
C12 -0.19 -0.13 0.02  -0.32
C13 -0.22 -0.12 -1.51  -0.09
C14 1.11 0.20 -2.23  -0.15
C15 2.38 -0.52 -1.75  -0.14
C16 3.63 0.37 -2.00  -0.17
N4 4.66 0.18 -0.95  -0.13
C17 6.00 0.22 -1.61  -0.06
C18 4.63 1.29 -0.03  -0.49
C19 4.27 0.96 1.40  0.01
O4 4.91 2.42 -0.34  0.12
N5 0.83 0.61 0.73  0.22
C20 1.06 1.77 0.37  -0.27
O5 1.43 2.78 -0.05  0.25
H1 0.56 8.02 1.45  0.09
H2 -0.18 7.44 2.93  0.09
H3 -1.18 7.56 1.47  0.08
H4 -0.32 4.56 0.17  0.09
H5 -0.21 3.57 2.48  0.11
H6 -1.50 4.67 2.84  0.13
H7 -3.12 3.60 1.76  0.12
H8 -2.20 2.27 2.37  0.07
H9 -2.98 2.99 -0.34  0.13
H10 -1.28 2.69 -0.39  0.10
H11 -2.96 0.69 -0.78  0.14
H12 -3.46 0.92 0.86  0.12
H13 -0.94 0.42 2.64  0.13
H14 -1.64 -0.77 4.79  0.05
H15 -3.15 -1.37 5.09  0.06
H16 -3.32 1.17 3.67  0.05
H17 -1.24 -2.53 2.10  0.09
H18 1.48 -1.53 2.78  0.13
H19 0.21 -0.94 3.84  0.10
H20 1.17 -1.71 0.75  0.11
H21 -0.10 -2.40 -0.17  0.10
H22 -0.95 0.62 -1.86  0.12
H23 -0.60 -1.07 -1.87  0.07
H24 1.24 1.29 -2.25  0.10
H25 0.94 -0.07 -3.27  0.12
H26 2.39 -0.73 -0.68  0.08
H27 2.54 -1.42 -2.33  0.12
H28 4.05 0.11 -2.97  0.12
H29 3.36 1.43 -2.05  0.11
H30 6.78 0.25 -0.84  0.09
H31 6.09 -0.66 -2.23  0.09
H32 6.10 1.10 -2.25  0.09
H33 5.19 0.82 1.97  0.10
H34 3.72 1.77 1.87  0.08
H35 3.71 0.03 1.47  0.06
C21 -3.26 -5.25 -3.88  -0.21
C22 -2.10 -5.21 -4.88  -0.20
C23 -1.29 -3.94 -4.59  -0.21
S1 -1.52 -3.60 -2.84  0.67
O6 -2.23 -2.35 -2.71  -0.34
O7 -0.28 -3.81 -2.12  -0.33
C24 -2.65 -4.94 -2.52  -0.22
H36 -3.76 -6.22 -3.88  0.12
H37 -4.00 -4.49 -4.14  0.12
H38 -1.47 -6.09 -4.74  0.12
H39 -2.45 -5.22 -5.91  0.12
H40 -0.22 -4.08 -4.78  0.11
H41 -1.66 -3.09 -5.15  0.11
H42 -3.38 -4.63 -1.77  0.11
H43 -2.07 -5.78 -2.14  0.11

***

Entry 3:
ORCA calculation (the ωB97M-V functional and the def2-TZVPD basis) on one molecule with the formula C26H24N4O6.

Its structure (SMILES) is COc1ccc2oc(-c3ccc(C)c(NC(=O)c4ccc(N5CCOCC5)c([N+](=O)[O-])c4)c3)nc2c1. The gap between HOMO and LUMO is 7.6059 eV. The value obtained for the relative energy (zero: lowest compared OMol25 entry of this formula, charge and spin) is 274.0 kJ/mol. As for the net charge: 0.

Each line ends with the Löwdin charge.
Positions of all 60 atoms, in Å:
C1 7.12 -5.44 0.40  -0.09
H1 8.05 -5.93 0.71  0.09
O1 6.22 -5.62 1.46  -0.09
C2 4.97 -5.10 1.35  -0.27
C3 4.51 -4.40 0.24  0.06
C4 3.21 -3.93 0.29  -0.21
N1 2.47 -3.22 -0.62  0.21
C5 1.32 -3.03 -0.07  -0.27
C6 0.20 -2.32 -0.66  -0.13
C7 -1.00 -2.20 0.02  0.05
C8 -2.06 -1.50 -0.54  -0.22
C9 -1.94 -0.95 -1.83  -0.20
C10 -0.72 -1.08 -2.49  -0.02
C11 0.34 -1.74 -1.92  0.00
H2 1.29 -1.83 -2.43  0.11
H3 -0.62 -0.65 -3.47  0.12
C12 -3.08 -0.27 -2.51  -0.02
H4 -4.04 -0.55 -2.08  0.09
H5 -3.09 -0.54 -3.57  0.09
H6 -2.98 0.81 -2.44  0.08
N2 -3.26 -1.39 0.20  0.14
C13 -3.94 -0.26 0.54  -0.45
O2 -5.04 -0.34 1.07  0.08
C14 -3.28 1.04 0.27  -0.15
C15 -1.93 1.25 0.44  0.06
C16 -1.36 2.50 0.19  -0.07
C17 -2.16 3.62 -0.14  -0.14
N3 -1.64 4.87 -0.25  -0.09
C18 -2.30 5.92 -1.01  -0.13
H7 -2.96 5.48 -1.75  0.12
C19 -1.22 6.73 -1.73  -0.19
O3 -0.29 7.28 -0.83  -0.13
C20 0.36 6.25 -0.11  -0.18
H8 1.05 6.75 0.58  0.13
C21 -0.67 5.43 0.67  -0.11
H9 -0.18 4.66 1.26  0.12
H10 -1.20 6.10 1.36  0.14
H11 0.92 5.59 -0.78  0.12
H12 -1.67 7.57 -2.26  0.13
H13 -0.70 6.08 -2.45  0.13
H14 -2.87 6.58 -0.35  0.14
C22 -3.53 3.37 -0.32  0.01
C23 -4.08 2.13 -0.12  0.00
H15 -5.14 1.98 -0.23  0.13
H16 -4.18 4.19 -0.57  0.11
N4 0.07 2.51 0.15  -0.36
O4 0.67 1.72 0.84  0.09
O5 0.60 3.27 -0.64  0.08
H17 -1.27 0.45 0.74  0.13
H18 -3.65 -2.25 0.56  0.16
H19 -1.11 -2.64 1.00  0.13
O6 1.19 -3.57 1.18  0.13
C24 2.39 -4.15 1.42  -0.20
C25 2.85 -4.84 2.53  0.01
C26 4.14 -5.31 2.47  0.00
H20 4.57 -5.86 3.30  0.12
H21 2.22 -5.01 3.39  0.12
H22 5.11 -4.21 -0.63  0.11
H23 7.32 -4.38 0.21  0.10
H24 6.75 -5.91 -0.52  0.10

***

Entry 4:
ORCA calculation (the ωB97M-V functional and the def2-TZVPD basis) on a 2-piece molecular cluster, C4H8N2 overall.

The gap between HOMO and LUMO (alpha / beta) is 8.5086 / 8.5080 eV. The value obtained for the relative energy (zero: lowest compared OMol25 entry of this formula, charge and spin) is 498.2 kJ/mol. As for the net charge: 0.

Each line ends with the Löwdin charge.
Positions of all 14 atoms, in Å:
C1 2.12 0.10 -0.23  -0.16
C2 2.67 -1.00 -0.66  0.01
C3 1.68 1.25 0.25  -0.01
C4 -1.39 -0.36 0.56  -0.01
N1 -3.41 -0.46 -0.55  0.00
N2 -2.28 0.11 -0.25  -0.25
H1 3.61 -1.29 -0.24  0.05
H2 2.52 -1.80 -1.34  0.05
H3 1.81 2.20 -0.18  0.04
H4 1.07 1.16 1.14  0.05
H5 -0.39 0.08 0.39  0.03
H6 -1.60 -1.12 1.21  0.04
H7 -3.95 0.12 -1.13  -0.01
H8 -1.98 1.00 -0.77  0.19

***

Entry 5:
ORCA calculation (the ωB97M-V functional and the def2-TZVPD basis) on one molecule with the formula C4H7N3O.

Its structure (SMILES) is CC1=NOC/C1=N\N. The gap between HOMO and LUMO is 9.2916 eV. The value obtained for the relative energy (zero: lowest compared OMol25 entry of this formula, charge and spin) is 390.4 kJ/mol. As for the net charge: 0.

Each line ends with the Löwdin charge.
Positions of all 15 atoms, in Å:
C1 1.92 -1.55 -0.02  -0.01
C2 1.13 -0.21 0.02  -0.26
C3 -0.37 1.55 0.07  -0.08
C4 -0.30 0.05 -0.06  -0.29
H1 2.89 -1.28 -0.35  0.05
H2 1.29 -1.96 -0.85  0.08
H3 1.83 -2.29 0.81  0.09
H4 -0.78 1.75 1.09  0.14
H5 -0.95 2.04 -0.74  0.13
H6 -3.15 -0.79 0.29  0.10
H7 -2.66 0.75 0.15  0.02
N1 1.85 0.89 -0.09  0.09
N2 -1.24 -0.82 0.00  0.06
N3 -2.51 -0.13 -0.23  0.01
O1 1.04 2.01 -0.10  -0.12

***

Entry 6:
ORCA calculation (the ωB97M-V functional and the def2-TZVPD basis) on one molecule with the formula C20H21N3O5S.

Its structure (SMILES) is COc1ccc(Cc2nnc(NC(=O)c3ccc(OC)c(OC)c3)s2)cc1OC. The gap between HOMO and LUMO is 8.4188 eV. The value obtained for the relative energy (zero: lowest compared OMol25 entry of this formula, charge and spin) is 370.5 kJ/mol. As for the net charge: 0.

Each line ends with the Löwdin charge.
Positions of all 50 atoms, in Å:
C1 -1.33 -4.40 1.92  -0.08
H1 -0.32 -4.22 1.52  0.10
H2 -1.28 -4.49 3.01  0.10
H3 -1.72 -5.33 1.50  0.10
O1 -2.23 -3.40 1.52  -0.07
C2 -1.97 -2.11 1.91  -0.22
C3 -0.89 -1.71 2.66  -0.01
C4 -0.70 -0.37 2.97  -0.04
C5 -1.61 0.58 2.54  -0.25
C6 -2.71 0.18 1.78  0.01
C7 -2.90 -1.15 1.46  -0.20
O2 -3.93 -1.63 0.71  -0.06
C8 -4.88 -0.72 0.22  -0.08
H4 -5.40 -0.20 1.04  0.10
H5 -5.60 -1.31 -0.34  0.10
H6 -4.43 0.03 -0.44  0.10
H7 -3.40 0.93 1.44  0.10
C9 -1.37 2.05 2.80  -0.14
C10 -0.68 2.57 1.59  -0.59
N1 0.58 2.55 1.40  0.03
N2 0.98 2.96 0.21  0.04
C11 0.02 3.31 -0.57  -0.64
N3 0.15 3.72 -1.86  0.10
C12 1.17 3.35 -2.74  -0.42
O3 1.39 4.03 -3.71  0.10
C13 1.86 2.08 -2.42  -0.16
C14 3.22 1.97 -2.61  -0.01
C15 3.87 0.79 -2.33  0.00
C16 3.17 -0.31 -1.86  -0.19
C17 1.77 -0.22 -1.69  -0.18
C18 1.13 0.97 -1.97  0.03
H8 0.06 1.05 -1.86  0.11
O4 1.15 -1.35 -1.25  -0.05
C19 -0.23 -1.30 -1.01  -0.06
H9 -0.79 -1.08 -1.93  0.10
H10 -0.49 -0.56 -0.25  0.09
H11 -0.51 -2.29 -0.66  0.09
O5 3.71 -1.51 -1.55  -0.06
C20 5.10 -1.68 -1.70  -0.08
H12 5.31 -2.71 -1.39  0.09
H13 5.42 -1.55 -2.74  0.10
H14 5.66 -0.99 -1.06  0.10
H15 4.94 0.73 -2.47  0.11
H16 3.77 2.83 -2.98  0.12
H17 -0.45 4.47 -2.18  0.15
S1 -1.58 3.16 0.19  1.07
H18 -0.72 2.18 3.66  0.12
H19 -2.31 2.58 2.96  0.12
H20 0.16 -0.07 3.55  0.12
H21 -0.17 -2.43 3.02  0.11